Record 1
ORCA calculation (wB97M-V/def2-TZVPD) on 10 unconnected molecules or ions with the total composition C49H125N7O16.

XYZ file:
```
197
Properties=species:S:1:pos:R:3:lowdin_charge:R:1
C -3.680 -2.527 7.876 -0.08
O -2.321 -2.348 8.357 -0.19
C -1.348 -2.540 7.310 -0.18
C 0.095 -2.355 7.938 -0.47
C 0.272 -0.933 8.405 -0.06
N 1.099 -2.711 7.034 0.01
H -4.392 -1.918 8.434 0.08
H -4.007 -3.554 8.034 0.08
H -3.710 -2.271 6.817 0.08
H -1.382 -3.467 6.737 0.11
H -1.514 -1.834 6.497 0.11
H 0.191 -3.128 8.700 0.14
H -0.337 -0.751 9.290 0.08
H -0.019 -0.167 7.686 0.08
H 1.317 -0.714 8.627 0.07
H 1.903 -2.875 7.624 0.08
H 1.110 -3.609 6.572 0.08
C -1.100 -1.793 -5.907 -0.09
O -2.504 -1.888 -5.685 -0.20
C -2.867 -3.099 -5.082 -0.24
C -4.372 -2.964 -4.781 -0.19
N -5.363 -2.949 -5.870 -0.03
C -5.672 -4.284 -6.343 -0.24
C -6.729 -4.987 -5.553 -0.23
O -6.517 -5.411 -4.230 -0.18
C -5.418 -6.300 -4.050 -0.11
H -0.667 -2.640 -6.439 0.09
H -0.605 -1.700 -4.940 0.08
H -1.035 -0.813 -6.379 0.09
H -2.364 -3.358 -4.151 0.12
H -2.682 -3.921 -5.774 0.11
H -4.492 -2.052 -4.196 0.12
H -4.677 -3.718 -4.056 0.10
H -4.951 -2.559 -6.706 0.09
H -4.784 -4.886 -6.532 0.11
H -6.081 -4.016 -7.318 0.12
H -7.113 -5.851 -6.096 0.12
H -7.556 -4.285 -5.448 0.13
H -5.347 -6.622 -3.011 0.09
H -4.445 -5.860 -4.267 0.07
H -5.460 -7.247 -4.588 0.09
C -0.190 -8.926 -7.941 -0.12
O 1.121 -8.601 -7.514 -0.19
C 1.514 -7.306 -7.968 -0.21
C 3.005 -7.003 -7.594 -0.23
N 3.043 -6.536 -6.252 -0.07
C 4.451 -6.153 -5.849 -0.18
C 4.458 -5.738 -4.405 -0.26
O 5.725 -5.231 -4.087 -0.18
C 5.858 -4.694 -2.769 -0.11
H -0.325 -8.636 -8.983 0.08
H -1.024 -8.480 -7.399 0.08
H -0.197 -10.015 -7.912 0.09
H 0.837 -6.525 -7.624 0.12
H 1.422 -7.238 -9.052 0.11
H 3.451 -6.290 -8.288 0.12
H 3.614 -7.907 -7.624 0.12
H 2.612 -7.234 -5.662 0.11
H 4.827 -5.322 -6.445 0.12
H 5.160 -6.977 -5.932 0.12
H 4.286 -6.562 -3.712 0.13
H 3.692 -4.968 -4.326 0.12
H 6.788 -4.135 -2.674 0.09
H 5.828 -5.356 -1.904 0.08
H 5.012 -4.064 -2.493 0.08
C -3.571 3.820 -2.004 -0.15
O -4.291 3.324 -3.077 -0.19
C -3.521 3.327 -4.301 -0.18
C -4.461 2.964 -5.488 -0.21
N -3.691 2.602 -6.670 -0.07
C -4.527 2.521 -7.872 -0.20
C -3.944 1.619 -8.961 -0.24
O -4.181 0.240 -8.737 -0.19
C -3.418 -0.624 -9.569 -0.11
H -4.129 3.825 -1.068 0.09
H -3.132 4.796 -2.212 0.08
H -2.714 3.168 -1.835 0.08
H -2.696 2.625 -4.183 0.11
H -3.075 4.302 -4.493 0.12
H -5.033 3.839 -5.798 0.11
H -5.231 2.250 -5.197 0.12
H -3.110 1.797 -6.484 0.10
H -4.547 3.499 -8.353 0.12
H -5.541 2.192 -7.648 0.12
H -2.893 1.871 -9.104 0.12
H -4.370 1.904 -9.923 0.12
H -3.581 -0.457 -10.633 0.08
H -3.767 -1.641 -9.389 0.08
H -2.369 -0.560 -9.279 0.08
C 2.566 -6.673 3.467 -0.08
O 1.132 -6.663 3.625 -0.21
C 0.453 -7.886 3.401 -0.23
C -1.011 -7.800 3.749 -0.22
N -1.737 -6.974 2.817 -0.08
C -3.162 -6.929 3.033 -0.20
C -3.647 -5.758 2.154 -0.21
O -3.170 -4.568 2.744 -0.19
C -3.634 -3.407 2.249 -0.16
H 2.984 -5.668 3.528 0.08
H 2.968 -7.294 2.666 0.08
H 2.847 -7.175 4.393 0.08
H 0.884 -8.598 4.106 0.11
H 0.674 -8.254 2.400 0.13
H -1.237 -7.490 4.770 0.12
H -1.434 -8.803 3.691 0.12
H -1.366 -6.036 2.782 0.11
H -3.538 -6.716 4.034 0.12
H -3.521 -7.925 2.773 0.12
H -4.729 -5.846 2.057 0.12
H -3.227 -5.763 1.148 0.12
H -4.720 -3.357 2.330 0.09
H -3.378 -3.260 1.199 0.09
H -3.199 -2.567 2.792 0.09
C 0.635 5.264 6.207 -0.12
O 0.467 6.653 6.329 -0.19
C -0.825 7.042 6.794 -0.21
C -1.017 6.860 8.310 -0.21
N -2.412 6.901 8.739 -0.06
C -3.240 5.704 8.456 -0.17
C -2.830 4.552 9.373 -0.21
O -3.064 5.011 10.702 -0.22
C -3.075 4.044 11.723 -0.11
H 0.889 4.938 7.216 0.07
H 1.552 5.033 5.664 0.09
H -0.199 4.696 5.795 0.09
H -1.614 6.565 6.212 0.11
H -0.935 8.084 6.495 0.12
H -0.462 7.614 8.869 0.12
H -0.423 5.996 8.607 0.09
H -2.395 6.865 9.748 0.09
H -3.095 5.393 7.421 0.11
H -4.261 6.050 8.616 0.12
H -1.808 4.177 9.314 0.12
H -3.446 3.668 9.208 0.12
H -2.161 3.454 11.666 0.09
H -3.984 3.447 11.647 0.09
H -3.044 4.530 12.698 0.09
C -4.358 9.872 -1.187 -0.09
O -3.046 10.347 -1.503 -0.20
C -2.329 10.808 -0.379 -0.21
C -0.983 11.425 -0.982 -0.18
N -0.184 10.492 -1.822 -0.04
C 0.576 9.584 -0.958 -0.22
C 1.386 8.582 -1.795 -0.23
O 0.442 7.790 -2.485 -0.22
C 0.972 7.140 -3.667 -0.07
H -4.212 9.061 -0.473 0.09
H -4.962 9.637 -2.063 0.09
H -4.949 10.649 -0.704 0.08
H -2.029 10.011 0.301 0.10
H -2.847 11.561 0.215 0.11
H -0.394 11.889 -0.190 0.11
H -1.258 12.280 -1.600 0.10
H -0.875 9.866 -2.210 0.08
H -0.049 9.035 -0.253 0.11
H 1.218 10.191 -0.320 0.11
H 1.878 7.912 -1.090 0.12
H 2.057 9.084 -2.493 0.12
H 0.072 6.842 -4.206 0.08
H 1.512 6.263 -3.310 0.08
H 1.599 7.830 -4.232 0.08
C 8.492 1.951 -3.799 -0.05
C 8.715 3.107 -2.756 -0.44
C 9.082 2.586 -1.340 -0.06
O 9.768 3.965 -3.266 -0.07
H 8.550 2.242 -4.848 0.07
H 7.530 1.467 -3.632 0.07
H 9.289 1.214 -3.706 0.07
H 7.807 3.709 -2.714 0.12
H 10.054 2.094 -1.312 0.08
H 8.331 1.859 -1.031 0.07
H 9.114 3.359 -0.571 0.07
H 9.823 4.677 -2.624 0.08
C 8.760 -0.342 4.708 -0.07
C 9.013 0.757 5.718 -0.47
C 7.742 0.923 6.680 -0.06
O 10.096 0.396 6.545 -0.06
H 7.834 -0.134 4.172 0.08
H 8.576 -1.295 5.203 0.08
H 9.694 -0.366 4.147 0.08
H 9.189 1.710 5.220 0.13
H 6.915 1.370 6.127 0.07
H 7.937 1.454 7.612 0.07
H 7.367 -0.017 7.083 0.07
H 9.813 -0.279 7.167 0.09
C 1.891 0.377 0.183 -0.05
C 1.549 -0.443 1.431 -0.50
C 1.511 -1.931 1.138 -0.07
O 2.474 -0.228 2.491 -0.06
H 2.774 0.062 -0.373 0.08
H 2.136 1.396 0.485 0.07
H 0.972 0.501 -0.390 0.08
H 0.558 -0.126 1.758 0.13
H 1.305 -2.608 1.967 0.07
H 2.425 -2.228 0.623 0.08
H 0.647 -2.074 0.489 0.08
H 2.330 -0.792 3.254 0.08
```

**Orbital gap**: 8.8 eV
**E_tot**: -3528.5762 Eh
**Multiplicity**: 1
**Energy above the lowest of the compared OMol25 structures with the same formula, charge and spin**: 92.5 kcal/mol
**SMILES**: COC[C@H](C)N.COCCNCCOC.COCCNCCOC.COCCNCCOC.COCCNCCOC.COCCNCCOC.COCCNCCOC.CC(C)O.CC(C)O.CC(C)O
**HOMO**: -8.71 eV

Record 2
ORCA calculation (wB97M-V/def2-TZVPD) on a molecular structure, C49H28Cl4IN5Ta.

XYZ file:
```
88
Properties=species:S:1:pos:R:3:lowdin_charge:R:1
Ta 0.717 0.355 -0.306 1.93
Cl 7.307 -0.059 0.998 0.76
C 5.616 -0.008 0.611 -0.61
C 5.417 0.642 -0.555 -0.07
C 4.120 0.756 -1.269 -0.11
C 2.721 -0.262 0.110 -0.30
C 3.388 -0.769 1.357 -0.01
C 4.711 -0.652 1.578 -0.05
C 3.122 1.134 -0.294 -0.15
C 2.537 2.141 0.504 -0.22
C 2.806 3.403 1.023 0.09
C 1.973 3.506 2.128 0.13
C 1.028 2.394 2.144 -0.14
C 0.049 2.063 3.007 -0.08
C -0.225 2.782 4.269 -0.21
C -1.102 3.896 4.443 -0.01
C -1.312 4.369 5.675 -0.09
C -0.761 3.770 6.804 -0.61
Cl -0.918 4.382 8.438 0.72
C -0.061 2.592 6.644 -0.07
C 0.297 2.177 5.348 -0.04
C -0.709 0.970 2.627 -0.14
N -0.779 0.369 1.337 0.01
C -1.974 -0.405 1.454 -0.20
C -2.739 -0.935 0.457 -0.08
C -4.101 -1.344 0.696 -0.21
C -5.023 -0.346 1.206 0.02
C -6.359 -0.730 1.347 -0.04
C -6.736 -2.067 1.041 -0.59
Cl -8.395 -2.647 1.210 0.72
C -5.783 -2.909 0.545 -0.09
C -4.469 -2.617 0.407 -0.03
C -2.153 -1.151 -0.797 -0.17
C -2.819 -1.581 -1.966 0.05
C -1.843 -1.948 -2.858 0.07
C -0.569 -1.858 -2.251 -0.21
N -0.750 -1.129 -1.013 -0.02
C 0.539 -2.416 -2.743 -0.03
C 1.874 -1.970 -2.237 -0.19
C 3.068 -2.724 -2.121 0.06
C 3.973 -1.953 -1.524 0.10
C 3.410 -0.650 -1.208 -0.30
N 2.043 -0.733 -1.838 0.06
C 0.547 -3.513 -3.691 -0.20
C -0.276 -4.643 -3.615 0.01
C -0.166 -5.568 -4.650 -0.10
C 0.698 -5.361 -5.677 -0.68
Cl 0.562 -6.499 -6.927 0.81
C 1.580 -4.318 -5.706 -0.04
C 1.386 -3.272 -4.803 0.02
C -2.401 -0.456 2.797 0.06
C -1.641 0.395 3.526 0.07
N 1.385 1.642 1.039 -0.11
H 6.282 1.042 -1.075 0.12
H 4.179 1.211 -2.261 0.16
H 2.682 -1.353 1.946 0.12
H 5.189 -1.025 2.493 0.13
H 3.596 4.103 0.834 0.14
H 1.939 4.225 2.896 0.13
H -1.705 4.401 3.733 0.11
H -2.062 5.149 5.694 0.13
H 0.296 2.012 7.499 0.12
H 0.929 1.287 5.210 0.14
H -4.793 0.670 1.376 0.11
H -6.999 0.009 1.842 0.13
H -6.171 -3.900 0.455 0.11
H -3.739 -3.315 0.046 0.14
H -3.861 -1.874 -2.163 0.15
H -1.993 -2.492 -3.781 0.14
H 3.018 -3.775 -2.192 0.13
H 4.901 -2.201 -1.090 0.14
H -1.111 -4.827 -2.904 0.14
H -0.896 -6.421 -4.771 0.14
H 2.337 -4.259 -6.460 0.12
H 1.937 -2.381 -4.992 0.13
H -3.286 -0.949 3.162 0.15
H -1.857 0.639 4.528 0.13
I 2.194 4.731 -4.239 1.06
C 0.717 3.845 -3.152 -0.73
C -0.439 4.544 -2.760 -0.04
C -1.382 3.791 -2.039 -0.01
C -1.035 2.537 -1.634 -0.14
N 0.149 1.944 -1.785 -0.09
C 0.990 2.599 -2.598 -0.20
H -0.702 5.514 -3.096 0.12
H -2.392 4.159 -1.863 0.14
H -1.662 2.030 -0.862 0.12
H 1.938 2.088 -2.718 0.09
```

**Net charge**: +3
**Orbital gap (spin up / spin down)**: 4.4 / 4.4 eV
**E_tot**: -4352.2393 Eh
**Multiplicity**: 1
**HOMO (spin up / spin down)**: -15.23 / -15.23 eV

Record 3
ORCA calculation (wB97M-V/def2-TZVPD) on a molecular structure, C49H28HfN9O5S.

XYZ file:
```
93
Properties=species:S:1:pos:R:3:lowdin_charge:R:1
Hf 0.024 -0.246 0.020 1.69
C 6.030 -0.406 -2.479 -0.05
C 5.978 -1.736 -2.053 -0.05
C 4.784 -2.319 -1.661 0.00
C 3.647 -1.528 -1.696 -0.10
C 2.263 -1.796 -1.343 -0.27
N 1.514 -0.660 -1.521 0.03
C 2.344 0.318 -2.021 -0.28
N 1.999 1.531 -2.375 0.22
C 0.827 2.066 -2.092 -0.26
C 0.411 3.368 -2.577 -0.10
C 1.003 4.270 -3.450 0.00
C 0.308 5.433 -3.732 -0.06
C -0.949 5.684 -3.172 -0.06
C -1.550 4.778 -2.315 0.00
C -0.850 3.617 -2.017 -0.10
C -1.185 2.441 -1.238 -0.28
N -2.354 2.257 -0.662 0.21
C -2.784 1.060 -0.297 -0.29
N -2.123 -0.135 -0.446 0.01
C -2.994 -1.141 -0.095 -0.29
N -2.774 -2.445 -0.069 0.22
C -1.603 -2.987 -0.284 -0.25
N -0.428 -2.315 -0.525 0.03
C 0.563 -3.236 -0.711 -0.25
N 1.824 -2.990 -1.003 0.22
C 0.015 -4.574 -0.574 -0.09
C 0.592 -5.829 -0.681 0.01
C -0.232 -6.927 -0.501 -0.05
C -1.595 -6.774 -0.232 -0.05
C -2.175 -5.519 -0.137 0.00
C -1.352 -4.419 -0.309 -0.09
C -4.267 -0.568 0.286 -0.12
C -5.464 -1.141 0.701 0.00
C -6.505 -0.287 1.019 -0.06
C -6.365 1.103 0.914 -0.06
C -5.181 1.678 0.489 0.00
C -4.128 0.824 0.185 -0.12
N -0.142 1.550 -1.269 0.03
C 3.695 -0.200 -2.138 -0.09
C 4.890 0.380 -2.534 0.01
H 6.981 0.016 -2.775 0.11
H 6.889 -2.318 -2.029 0.11
H 4.730 -3.352 -1.342 0.12
H 1.967 4.057 -3.892 0.12
H 0.738 6.161 -4.408 0.11
H -1.465 6.602 -3.423 0.11
H -2.533 4.954 -1.898 0.12
H 1.647 -5.936 -0.896 0.12
H 0.183 -7.924 -0.571 0.11
H -2.207 -7.656 -0.093 0.11
H -3.232 -5.398 0.062 0.12
H -5.564 -2.217 0.765 0.12
H -7.451 -0.698 1.346 0.11
H -7.206 1.738 1.160 0.11
H -5.066 2.750 0.395 0.12
H 4.922 1.407 -2.874 0.12
O -3.113 0.515 3.332 0.17
C -2.011 0.416 2.617 -0.45
O -1.672 -0.581 2.019 0.05
C -1.133 1.612 2.671 -0.14
C -1.272 2.563 3.673 0.06
C -0.286 3.521 3.810 0.01
C 0.821 3.455 2.980 0.04
C 0.870 2.474 2.002 -0.14
N -0.114 1.593 1.813 0.13
C 2.068 2.184 1.156 -0.42
O 3.156 2.920 1.258 0.20
O 2.046 1.244 0.405 0.04
H -3.631 -0.304 3.266 0.16
H -2.126 2.524 4.332 0.13
H -0.354 4.281 4.577 0.13
H 1.627 4.164 3.114 0.12
H 3.093 3.632 1.901 0.12
C 4.695 -8.702 5.353 -0.08
C 4.068 -7.423 4.877 -0.74
O 2.902 -7.247 4.663 0.04
S 5.303 -6.133 4.664 1.02
C 4.308 -4.819 4.004 -0.53
C 3.324 -4.218 4.776 -0.08
C 2.538 -3.218 4.230 -0.02
C 2.738 -2.807 2.913 -0.24
C 3.759 -3.394 2.157 -0.02
C 4.537 -4.401 2.698 -0.08
C 1.900 -1.838 2.276 -0.09
C 1.175 -1.056 1.685 -0.13
H 4.002 -9.241 5.996 0.09
H 5.631 -8.509 5.875 0.07
H 4.907 -9.322 4.481 0.09
H 3.167 -4.540 5.796 0.12
H 1.761 -2.754 4.822 0.12
H 3.914 -3.062 1.140 0.10
H 5.317 -4.871 2.115 0.11
```

**Net charge**: +1
**Orbital gap (spin up / spin down)**: 4.9 / 4.8 eV
**E_tot**: -3199.3503 Eh
**Multiplicity**: 1
**Energy above the lowest of the compared OMol25 structures with the same formula, charge and spin**: 0.0 kcal/mol
**HOMO (spin up / spin down)**: -8.83 / -8.77 eV

Record 4
ORCA calculation (wB97M-V/def2-TZVPD) on a molecular structure, C49H29I4N5OPt.

XYZ file:
```
89
Properties=species:S:1:pos:R:3:lowdin_charge:R:1
Pt 1.230 -0.239 -0.564 1.21
I 1.636 -3.310 8.574 0.80
C 1.829 -2.719 6.565 -0.74
C 2.951 -3.093 5.850 -0.16
C 3.059 -2.722 4.513 -0.03
C 2.060 -1.982 3.895 -0.21
C 0.946 -1.606 4.647 -0.01
C 0.818 -1.971 5.978 -0.15
C 2.104 -1.566 2.460 -0.10
C 1.560 -2.421 1.538 -0.25
C 1.171 -3.789 1.820 0.00
C 0.616 -4.284 0.701 0.00
C 0.642 -3.229 -0.295 -0.25
C 0.065 -3.325 -1.536 -0.10
C -0.801 -4.515 -1.800 -0.21
C -0.320 -5.710 -2.316 -0.02
C -1.166 -6.797 -2.520 -0.16
C -2.504 -6.679 -2.197 -0.74
I -3.784 -8.326 -2.461 0.80
C -3.019 -5.495 -1.690 -0.15
C -2.161 -4.422 -1.501 -0.02
C -0.029 -2.263 -2.468 -0.25
N 0.355 -0.971 -2.241 -0.05
C -0.111 -0.235 -3.296 -0.25
C -0.083 1.177 -3.385 -0.10
C -1.003 1.792 -4.387 -0.21
C -2.361 1.870 -4.074 -0.01
C -3.277 2.410 -4.964 -0.15
C -2.825 2.868 -6.193 -0.74
I -4.211 3.627 -7.579 0.80
C -1.485 2.814 -6.527 -0.16
C -0.580 2.276 -5.617 -0.03
C 0.541 2.006 -2.490 -0.24
C 0.529 3.454 -2.582 0.00
C 1.215 3.925 -1.528 0.00
C 1.653 2.778 -0.752 -0.24
N 1.246 1.625 -1.374 -0.05
C 2.299 2.871 0.454 -0.10
C 2.568 1.773 1.306 -0.25
C 3.159 1.875 2.592 -0.03
C 3.087 0.628 3.161 -0.03
C 2.465 -0.221 2.212 -0.25
N 2.192 0.481 1.070 -0.05
C 2.492 4.229 1.041 -0.21
C 3.570 5.045 0.720 -0.02
C 3.725 6.297 1.306 -0.16
C 2.783 6.737 2.218 -0.74
I 3.027 8.607 3.146 0.80
C 1.687 5.953 2.549 -0.15
C 1.557 4.704 1.962 -0.02
C -0.731 -1.088 -4.243 -0.03
C -0.676 -2.360 -3.726 -0.04
N 1.245 -2.116 0.235 -0.05
H 3.740 -3.659 6.326 0.09
H 3.935 -3.013 3.948 0.12
H 0.170 -1.022 4.166 0.13
H -0.053 -1.674 6.546 0.09
H 1.307 -4.297 2.762 0.11
H 0.209 -5.271 0.554 0.11
H 0.730 -5.799 -2.566 0.12
H -0.780 -7.720 -2.931 0.09
H -4.069 -5.407 -1.447 0.09
H -2.543 -3.487 -1.110 0.12
H -2.693 1.503 -3.110 0.13
H -4.325 2.466 -4.701 0.09
H -1.145 3.179 -7.486 0.09
H 0.471 2.231 -5.878 0.12
H 0.044 4.014 -3.366 0.11
H 1.409 4.953 -1.267 0.11
H 3.571 2.777 3.015 0.10
H 3.437 0.316 4.133 0.10
H 4.308 4.702 0.006 0.12
H 4.577 6.915 1.059 0.09
H 0.950 6.304 3.258 0.09
H 0.712 4.076 2.214 0.12
H -1.157 -0.768 -5.181 0.10
H -1.047 -3.274 -4.161 0.10
O -1.198 0.290 0.497 -0.11
N -2.340 0.451 1.029 -0.23
C -3.313 -0.485 0.885 -0.01
C -4.562 -0.314 1.440 -0.06
C -4.858 0.827 2.171 -0.10
C -3.853 1.772 2.320 -0.06
C -2.616 1.570 1.752 -0.01
H -3.019 -1.348 0.308 0.13
H -5.304 -1.087 1.293 0.11
H -5.836 0.972 2.606 0.10
H -4.021 2.680 2.882 0.11
H -1.792 2.263 1.824 0.13
```

**Net charge**: -1
**Orbital gap (spin up / spin down)**: 4.3 / 5.9 eV
**E_tot**: -3543.8525 Eh
**Multiplicity**: 2
**<S²>**: 0.80
**HOMO (spin up / spin down)**: -2.40 / -4.12 eV

What is the multiplicity in the fourth record?
2